[1]
40
Properties=species:S:1:pos:R:3:forces:R:3:nbo_charge:R:1 method="wB97M-V/def2-TZVPD" smiles="CN(C)C[C@H]1Cc2ccc(F)cc2C(c2ccccc2)=N1" homo_lumo_gap_ev=8.204 lumo_energy_ev=0.164
C -0.734665 -4.633831 1.286210 -1.7 -1.1 -0.3 -0.41
N -1.378675 -3.316592 1.187431 2.0 0.2 -0.4 -0.48
C -2.830036 -3.260448 1.581521 2.2 1.9 -1.2 -0.41
C -0.868236 -2.561367 -0.020703 -2.4 1.0 1.1 -0.20
C -0.916823 -0.949920 0.252983 1.7 -2.0 -1.1 -0.08
C -0.175996 -0.751162 1.571603 0.5 0.1 0.0 -0.47
C 0.307890 0.676327 1.710696 -0.1 1.8 0.4 0.12
C 0.579100 1.280611 2.977960 0.7 0.2 -1.8 -0.24
C 1.029436 2.590806 3.094978 0.2 2.6 0.0 -0.25
C 1.038600 3.490434 1.921672 0.0 -2.0 1.0 0.39
F 1.435369 4.815493 1.943652 -0.6 -1.7 0.4 -0.33
C 0.691362 2.912946 0.705034 0.5 0.5 -0.3 -0.25
C 0.415222 1.531762 0.575954 -0.6 -0.5 1.6 -0.14
C 0.227904 0.915302 -0.745374 -0.8 -3.1 0.7 0.25
C 0.709456 1.645607 -1.910762 0.9 -0.1 -1.3 -0.08
C -0.206604 1.968884 -2.925041 -0.8 0.5 -0.6 -0.20
C 0.258710 2.462636 -4.138947 0.3 0.4 -0.9 -0.19
C 1.657869 2.620012 -4.371555 -2.9 -0.3 0.1 -0.21
C 2.510697 2.255476 -3.369497 2.1 -0.1 -0.6 -0.21
C 2.114809 1.824890 -2.143687 -2.4 -1.0 0.6 -0.18
N -0.235136 -0.318147 -0.913050 0.1 2.8 0.5 -0.40
H 0.237974 -4.832366 0.799066 -0.5 1.0 -0.1 0.21
H -0.594192 -4.916700 2.313545 0.1 0.0 0.7 0.19
H -1.439105 -5.424758 0.888124 0.6 0.4 0.1 0.16
H -3.254497 -2.326654 1.136164 0.3 -0.7 0.3 0.20
H -2.844619 -3.119465 2.658669 -0.4 -0.4 0.1 0.20
H -3.397746 -4.090709 1.214212 -0.4 -0.7 0.0 0.18
H -1.528076 -2.915248 -0.807659 -0.1 0.7 -0.9 0.18
H 0.151936 -2.813520 -0.342173 -0.2 0.0 0.7 0.21
H -1.922742 -0.520032 0.271506 0.0 -0.3 0.1 0.20
H -0.884802 -0.986252 2.368232 0.3 0.0 0.1 0.24
H 0.672364 -1.494269 1.664097 -0.8 0.8 -0.1 0.23
H 0.588069 0.690795 3.863893 -0.2 -0.5 0.5 0.22
H 1.329740 2.967094 4.143710 -0.5 -0.4 -2.0 0.23
H 0.699920 3.520952 -0.220552 0.1 -0.3 0.8 0.24
H -1.346814 1.906545 -2.920842 1.8 -0.4 0.9 0.23
H -0.545558 2.655733 -4.914998 1.5 0.0 0.8 0.22
H 1.986527 2.939464 -5.330390 0.4 0.2 -0.6 0.22
H 3.585438 2.146836 -3.563276 -0.4 0.5 -0.1 0.21
H 2.875931 1.412836 -1.492408 -0.3 0.2 0.4 0.22



[2]
52
Properties=species:S:1:pos:R:3:forces:R:3:nbo_charge:R:1 method="wB97M-V/def2-TZVPD" homo_lumo_gap_ev=8.406 lumo_energy_ev=-0.213
Rb -0.320451 0.412464 -1.377793 -0.1 0.0 -0.1 0.92
N 1.452266 -1.249530 0.540165 0.1 0.0 0.0 -0.90
C 2.696452 -0.929126 -0.168121 0.0 0.1 -0.1 -0.22
C 3.160119 -2.100405 -1.032162 0.0 0.0 0.0 -0.41
C 2.451097 -2.222406 -2.378761 0.1 0.0 0.1 -0.21
N 0.988729 -2.267389 -2.253175 -0.1 0.0 0.0 -0.88
H 1.074646 -0.415119 0.996816 0.0 0.0 0.0 0.42
H 1.649425 -1.926905 1.268199 0.0 0.0 0.0 0.35
H 3.502735 -0.631092 0.511975 0.0 0.0 0.0 0.18
H 2.521316 -0.059539 -0.816255 0.0 0.0 0.1 0.18
H 3.030797 -3.028024 -0.462600 0.0 0.0 0.0 0.19
H 4.229960 -2.005071 -1.232230 0.0 0.0 0.0 0.21
H 2.841535 -3.107131 -2.892362 0.0 0.0 0.0 0.18
H 2.725683 -1.358781 -2.994295 0.0 0.0 0.0 0.17
H 0.729413 -2.608864 -1.334017 0.0 0.0 0.0 0.38
H 0.585447 -2.878421 -2.950783 0.0 0.0 0.0 0.36
Se -3.423948 -1.418209 -2.266219 0.0 -0.1 0.0 0.16
Se -5.021944 0.057085 -1.508419 0.0 0.1 0.0 0.19
C -3.967832 1.604549 -1.023878 -0.1 0.0 0.1 0.05
C -4.340247 2.263746 0.141975 0.0 0.0 0.0 -0.27
C -3.671051 3.429851 0.474056 0.0 0.0 0.0 -0.15
C -2.659194 3.881312 -0.357454 0.0 0.0 0.0 -0.25
C -2.353998 3.135195 -1.481698 0.0 -0.1 0.0 0.04
N -2.996304 2.011086 -1.821933 0.1 0.1 0.0 -0.48
C -2.763670 -2.044717 -0.558269 0.0 0.0 0.0 0.04
C -2.684560 -3.403084 -0.287310 0.0 0.0 0.0 -0.28
C -2.135653 -3.784334 0.929816 0.0 0.0 0.0 -0.16
C -1.701850 -2.808474 1.811392 0.0 0.0 0.0 -0.25
C -1.826631 -1.476420 1.442557 0.0 0.0 0.0 0.06
N -2.348736 -1.102003 0.276027 0.1 0.0 0.0 -0.48
H -5.114786 1.856540 0.777261 0.0 0.0 0.0 0.23
H -3.916805 3.965948 1.381845 0.0 0.0 0.0 0.23
H -2.092395 4.771097 -0.125955 0.0 0.0 0.0 0.24
H -1.545521 3.439530 -2.136619 0.0 0.0 0.0 0.20
H -3.053784 -4.130592 -0.996595 0.0 0.0 0.0 0.23
H -2.056556 -4.833388 1.185385 0.0 0.0 0.0 0.22
H -1.266737 -3.068692 2.766477 0.0 0.0 0.0 0.22
H -1.469136 -0.669472 2.072451 0.0 0.0 0.0 0.23
Cl -1.585340 6.710870 4.790859 0.0 0.0 0.0 -0.01
C -1.049015 5.450281 3.714448 0.0 0.0 0.0 -0.03
C -0.303805 5.783932 2.594195 0.0 0.0 0.0 -0.27
C 0.106898 4.774743 1.736998 0.0 0.0 0.0 -0.12
C -0.213643 3.446995 1.994820 0.0 0.0 0.0 -0.17
C -0.948042 3.136404 3.131240 0.0 0.0 0.0 -0.18
C -1.375816 4.134081 3.995742 0.0 0.0 0.0 -0.24
C 0.198205 2.358055 1.018443 0.0 0.0 0.1 0.77
O 0.658074 2.722090 -0.086969 0.0 -0.1 0.0 -0.78
O 0.009147 1.166273 1.387814 0.0 0.0 0.0 -0.82
H -0.054571 6.818787 2.402611 0.0 0.0 0.0 0.22
H 0.679020 5.001824 0.847020 0.0 0.0 0.0 0.23
H -1.184660 2.098922 3.325583 0.0 0.0 0.0 0.23
H -1.953778 3.899227 4.879302 0.0 0.0 0.0 0.22



[3]
106
Properties=species:S:1:pos:R:3:forces:R:3:mulliken_charge:R:1 method="wB97M-V/def2-TZVPD" homo_lumo_gap_ev=6.288 lumo_energy_ev=-0.645
Tl -0.725068 1.064111 -0.557661 -0.3 0.5 0.7 0.92
C 1.695188 4.072447 1.198899 0.0 -0.3 0.1 -0.91
Si 0.528520 3.425932 -0.133116 -0.1 0.1 -0.5 -0.04
C 1.269945 3.892295 -1.813637 0.2 -0.2 0.1 -1.04
C -1.033337 4.534585 -0.135630 -0.1 -0.2 0.1 1.01
C -0.782517 5.899678 0.056335 0.0 0.1 0.0 -0.69
C -1.792570 6.848028 0.075115 -0.1 -0.1 0.0 -0.91
C -3.108891 6.440289 -0.088046 0.0 0.0 0.0 -0.83
C -3.377777 5.101198 -0.315587 0.0 0.0 0.0 -0.57
C -2.364527 4.132642 -0.367111 0.1 0.0 -0.1 0.57
Si -3.035063 2.396399 -0.757447 0.1 0.0 0.1 -0.08
C -4.134843 2.532027 -2.265996 0.1 -0.2 0.0 -1.08
C -3.959247 1.938498 0.810511 0.0 -0.2 -0.1 -0.47
H 1.758009 5.161239 1.147239 0.0 0.0 0.0 0.45
H 2.700493 3.674306 1.037499 -0.1 0.0 0.0 0.03
H 1.371044 3.799413 2.205443 0.0 0.0 0.0 0.37
H 1.110917 4.957264 -2.002490 0.0 0.0 0.1 0.63
H 0.784059 3.334735 -2.618662 0.0 0.1 0.0 0.21
H 2.342641 3.689066 -1.867741 -0.1 0.0 0.0 0.20
H 0.239077 6.242759 0.188787 -0.1 0.0 0.0 0.22
H -1.557232 7.895198 0.219949 0.0 0.0 0.0 0.40
H -3.918346 7.160313 -0.053762 0.0 0.0 0.0 0.39
H -4.412056 4.799914 -0.458195 0.0 0.0 0.0 0.21
H -4.930704 3.256724 -2.070211 0.0 0.0 0.0 0.38
H -4.595793 1.569884 -2.489716 0.0 0.0 0.0 0.28
H -3.576690 2.867292 -3.142573 0.0 0.0 0.1 0.33
H -4.866465 2.546122 0.905035 0.1 0.1 0.0 0.50
H -3.334349 2.100363 1.691039 0.0 0.0 0.0 0.28
H -4.259142 0.896933 0.801571 -0.1 -0.1 0.0 -0.08
C 2.888351 -1.864742 -1.065701 0.1 0.8 0.0 -1.30
C 4.049743 -1.072624 -0.408755 -0.6 -0.2 0.0 -1.39
P 3.665431 0.720692 -0.125459 0.0 0.0 -0.2 1.36
C 3.925182 1.343275 -1.841817 0.1 0.2 0.0 0.32
C 5.066847 2.033743 -2.253283 -0.1 0.0 0.0 -0.72
C 5.189684 2.493149 -3.558801 0.0 0.0 0.0 -0.73
C 4.175720 2.272440 -4.478827 0.0 0.0 0.0 -0.64
C 3.027367 1.604323 -4.081219 0.0 -0.1 0.1 -0.82
C 2.897200 1.160761 -2.772795 0.2 -0.1 0.0 -0.31
C 5.182286 1.217753 0.780865 -0.2 0.0 0.1 0.39
C 6.484977 0.833928 0.456950 0.0 0.0 0.1 -0.15
C 7.551408 1.232124 1.249020 0.0 0.0 0.0 -0.81
C 7.334628 2.011634 2.379270 0.0 0.0 0.0 -0.49
C 6.043663 2.380575 2.725983 0.0 0.0 0.0 -0.66
C 4.975630 1.978212 1.932277 0.1 0.1 0.0 -0.44
P 1.155183 -1.401762 -0.513564 0.3 -0.2 -0.2 -0.21
C 0.234720 -2.697086 -1.429266 0.0 0.1 -0.1 1.07
C 0.636202 -4.028575 -1.559538 0.1 0.0 0.0 -0.25
C -0.110710 -4.923279 -2.307257 0.0 0.0 0.0 -1.05
C -1.260322 -4.501699 -2.962854 0.1 0.1 0.0 -0.63
C -1.643482 -3.173053 -2.886987 0.1 -0.1 -0.1 -0.54
C -0.899503 -2.284174 -2.125228 0.2 -0.1 0.0 -0.57
C 1.316648 -1.898265 1.246516 -0.1 0.0 0.0 1.55
C 1.509732 -3.221040 1.634459 0.0 0.0 0.0 -0.75
C 1.606838 -3.555377 2.979211 0.0 0.0 0.0 -0.54
C 1.523194 -2.567473 3.949779 0.0 0.0 0.0 -0.75
C 1.361150 -1.241530 3.570135 0.0 0.0 0.1 -0.78
C 1.257466 -0.910371 2.228991 0.0 0.0 -0.1 -0.13
H 3.005543 -2.925842 -0.853954 0.1 -0.1 -0.1 0.75
H 2.914244 -1.723208 -2.147762 0.0 -0.1 0.0 0.63
H 4.953024 -1.159043 -1.013028 0.0 -0.1 0.0 0.76
H 4.248710 -1.489758 0.580698 0.0 0.0 0.0 0.52
H 5.859671 2.233597 -1.546396 0.0 0.0 0.0 0.44
H 6.083014 3.029484 -3.854953 0.0 0.0 0.0 0.42
H 4.272714 2.631016 -5.496267 0.0 0.0 0.0 0.39
H 2.222778 1.437857 -4.787420 0.0 0.0 0.0 0.50
H 1.980259 0.666258 -2.478070 -0.1 0.0 0.1 0.32
H 6.673963 0.222160 -0.417141 0.0 0.0 0.0 0.36
H 8.560191 0.937477 0.984336 0.0 0.0 0.0 0.40
H 8.174012 2.334384 2.982507 0.0 0.0 0.0 0.38
H 5.868213 2.977408 3.613229 0.0 0.0 0.0 0.41
H 3.962614 2.258097 2.201716 0.1 0.0 0.0 0.23
H 1.545258 -4.387414 -1.094141 -0.1 0.0 0.0 0.22
H 0.202190 -5.957855 -2.375407 0.0 0.0 0.0 0.42
H -1.850408 -5.208484 -3.532423 0.0 0.0 0.0 0.39
H -2.531576 -2.825314 -3.397989 0.0 0.0 0.1 0.47
H -1.227631 -1.255221 -2.063314 -0.1 0.0 0.0 0.23
H 1.556578 -4.006348 0.891482 0.0 0.0 0.1 0.09
H 1.736963 -4.590943 3.269638 0.0 0.0 0.0 0.43
H 1.573121 -2.831587 4.998642 0.0 0.0 0.0 0.38
H 1.295704 -0.466641 4.324366 0.0 0.0 0.0 0.47
H 1.092905 0.120616 1.938066 0.1 0.0 0.0 0.31
S -3.957438 -1.103590 -1.504061 -0.2 0.1 0.1 -0.39
P -3.356583 -1.744798 0.256697 -0.2 -0.1 0.2 -0.06
S -1.796768 -0.820345 1.195809 0.2 0.1 -0.1 -0.18
C -4.749539 -1.717635 1.455253 0.0 0.2 -0.1 0.54
C -6.042228 -1.925249 0.978421 0.0 0.0 0.1 -0.48
C -7.124080 -1.863292 1.845633 0.0 0.0 0.0 -0.65
C -6.921646 -1.588749 3.191846 0.0 0.0 0.0 -0.46
C -5.635428 -1.385210 3.670545 0.0 0.0 0.0 -0.62
C -4.549531 -1.456696 2.807826 0.0 -0.1 -0.1 -0.30
C -2.979298 -3.536678 0.210044 0.1 0.1 0.0 0.91
C -1.952398 -4.085775 0.969123 -0.1 -0.1 0.0 -0.58
C -1.742624 -5.459689 0.959395 0.0 0.0 0.0 -0.42
C -2.562856 -6.286379 0.206883 0.0 0.0 0.0 -0.58
C -3.594156 -5.739377 -0.548012 0.0 0.1 0.1 -0.63
C -3.798490 -4.367637 -0.551935 0.0 -0.1 0.0 -0.52
H -6.195753 -2.114444 -0.077052 0.0 0.1 0.0 0.31
H -8.126535 -2.016553 1.463916 0.0 0.0 0.0 0.40
H -7.767837 -1.533146 3.866296 0.0 0.0 0.0 0.38
H -5.476807 -1.158971 4.718242 0.0 0.0 0.0 0.40
H -3.542925 -1.300531 3.174830 0.0 0.1 0.0 0.38
H -1.319735 -3.433908 1.559785 0.0 0.0 0.0 0.30
H -0.937333 -5.884839 1.548052 0.0 0.0 0.0 0.47
H -2.399313 -7.357115 0.205187 0.0 0.0 0.0 0.40
H -4.240310 -6.382298 -1.132938 0.0 0.0 0.0 0.42
H -4.582979 -3.929005 -1.158103 0.0 0.0 0.0 0.36



[4]
23
Properties=species:S:1:pos:R:3:forces:R:3:lowdin_spin:R:1 method="wB97M-V/def2-TZVPD" spin_multiplicity=3 total_charge=-2 homo_lumo_gap_ev="4.030 / 5.401" lumo_energy_ev="5.906 / 4.923"
C -1.510361 2.201026 -0.079194 -0.2 0.2 0.1 0.06
C -0.908887 1.831460 1.115458 -0.2 0.1 0.1 0.00
C -1.048357 1.654911 -1.267128 -0.3 -0.2 -0.4 0.00
C 0.131565 0.925604 1.121921 0.2 0.0 0.4 0.05
C -0.019896 0.735243 -1.266264 -0.6 -0.1 0.0 0.05
C 0.585159 0.349827 -0.062256 0.0 0.3 -1.1 0.07
C 0.723201 -2.432875 -0.678092 0.2 0.2 0.3 0.02
C 1.785537 -0.443073 -0.132919 -0.3 1.2 1.5 0.66
O 2.776032 1.056802 -1.985076 -0.2 -0.1 -0.2 0.19
O 4.515108 0.007056 -0.424573 0.0 -0.3 0.1 0.08
O 3.045822 1.944170 0.407333 -0.2 -0.1 0.1 0.05
O 1.948577 -1.170521 1.966498 0.0 -0.5 0.8 0.51
O 1.858868 -1.597108 -0.765165 -0.1 -1.7 -1.7 0.13
P 3.248032 0.809524 -0.560972 1.3 0.8 0.0 0.08
H -2.323127 2.922311 -0.088464 0.0 0.0 0.0 0.01
H -1.252766 2.264548 2.050110 0.0 0.0 0.0 0.00
H -1.497295 1.960310 -2.208263 0.0 0.0 0.0 0.00
H 0.624701 0.623954 2.033096 0.1 0.0 0.0 0.00
H 0.370870 0.342532 -2.192596 0.1 0.0 -0.1 0.00
H 0.517477 -2.624036 0.381063 -0.1 0.0 0.0 0.00
H 0.971591 -3.365239 -1.190580 0.0 0.1 0.0 0.00
H -0.159540 -1.976235 -1.140968 0.0 -0.1 0.0 0.01
H 2.806061 -0.742413 1.944967 0.4 0.1 0.0 0.00